1.
{"formula": "C34H39As2N5O8S3Zn", "method": "wB97M-V/def2-TZVPD", "elements": ["Zn", "S", "C", "C", "C", "C", "N", "C", "C", "C", "S", "C", "N", "H", "H", "S", "C", "N", "C", "C", "C", "C", "H", "H", "H", "H", "H", "C", "O", "C", "O", "C", "C", "As", "C", "C", "C", "As", "C", "C", "O", "O", "C", "C", "O", "O", "C", "C", "O", "O", "C", "H", "H", "H", "H", "H", "H", "H", "H", "H", "H", "H", "H", "H", "H", "H", "H", "H", "H", "C", "C", "C", "N", "H", "H", "H", "H", "H", "C", "C", "C", "C", "N", "H", "H", "H", "H", "H", "H", "H", "H", "H"], "coordinates": [[-1.66193, -0.03552, -0.50669], [-2.38997, -1.64773, 1.19528], [-1.19418, -1.19900, 2.40741], [-0.90357, -2.09621, 3.42750], [0.01125, -1.80263, 4.43412], [0.21931, -2.75462, 5.48502], [0.34728, -3.53799, 6.32039], [0.68075, -0.56828, 4.40519], [0.42087, 0.32974, 3.38081], [-0.52208, 0.06463, 2.37999], [-0.80543, 1.31932, 1.19792], [1.61677, -0.23069, 5.44269], [2.36209, 0.04837, 6.27412], [-1.41165, -3.05165, 3.44341], [0.96144, 1.26596, 3.34910], [-4.49530, 1.04887, -1.54910], [-5.51517, 0.71188, -0.20634], [-5.25433, -0.40747, 0.46672], [-5.84129, -0.75910, 1.61769], [-6.83342, 0.02069, 2.13317], [-7.16691, 1.20494, 1.44602], [-6.52178, 1.56204, 0.30069], [-4.42785, -0.91017, 0.08567], [-5.44379, -1.65073, 2.08115], [-7.31266, -0.25073, 3.06082], [-7.93827, 1.85215, 1.84599], [-6.74313, 2.48302, -0.22111], [0.58053, 5.07025, 0.28066], [1.21380, 3.86636, -0.12487], [2.40054, 3.60977, 0.45687], [2.94093, 4.41255, 1.18889], [2.90591, 2.25318, 0.13041], [3.64282, 1.61735, 1.05032], [4.62059, -0.08203, 0.80443], [4.21112, -0.86894, 2.58564], [3.44203, -1.00967, -0.37347], [2.22034, -0.39768, -0.91079], [2.29045, 1.40651, -1.55021], [4.04518, 1.39011, -2.45478], [1.00337, -1.00602, -0.91798], [-0.08637, -0.61569, -1.54752], [0.85483, -2.09541, -0.09124], [0.21641, -3.23992, -0.62117], [3.90006, -2.24181, -0.81922], [3.43345, -3.04540, -1.64071], [5.12498, -2.61157, -0.17093], [5.58349, -3.90746, -0.45570], [3.87331, 2.21846, 2.39332], [3.02853, 2.38437, 3.23639], [5.18098, 2.46596, 2.61870], [5.49952, 2.88344, 3.94369], [-0.32595, 5.14092, -0.31532], [1.22556, 5.93251, 0.10838], [0.32568, 5.02475, 1.34019], [3.36793, -0.39259, 3.08843], [5.09093, -0.82431, 3.22979], [3.95609, -1.90802, 2.38523], [4.80900, 0.87516, -1.87475], [4.35992, 2.41571, -2.65769], [3.91586, 0.85872, -3.40002], [0.96960, -3.91012, -1.04069], [-0.50352, -2.96989, -1.39144], [-0.31808, -3.72363, 0.19885], [6.60826, -3.96852, -0.08077], [5.56367, -4.11961, -1.52589], [4.97597, -4.67179, 0.04432], [6.54653, 2.63075, 4.09948], [4.87103, 2.37693, 4.67300], [5.35752, 3.96154, 4.03613], [-0.04442, 2.05325, -5.25896], [-0.09764, 1.11183, -4.05906], [-0.94625, 1.62447, -2.98742], [-1.65219, 1.96801, -2.14774], [0.63933, 1.65629, -6.00945], [0.31481, 3.03744, -4.95731], [-1.02828, 2.17174, -5.71644], [0.88630, 0.95443, -3.62131], [-0.47844, 0.12404, -4.32360], [-2.74380, -2.26397, -2.71975], [-3.83747, -1.20749, -2.73652], [-5.19643, -1.88568, -2.51861], [-3.85568, -0.50221, -4.09790], [-3.51858, -0.28115, -1.61685], [-2.90707, -2.99697, -3.51507], [-2.73735, -2.78425, -1.75888], [-1.75814, -1.80882, -2.84664], [-5.45124, -2.51514, -3.37710], [-5.99574, -1.14762, -2.40205], [-5.16970, -2.52470, -1.63174], [-3.93542, -1.23459, -4.90624], [-2.94276, 0.07377, -4.23660], [-4.70365, 0.18305, -4.18037]], "total_charge": -2, "lumo_ev": 3.29, "fmax_ev_per_a": 0.51, "relative_energy_kcal_mol": 0.0, "homo_ev": -0.30}

---

2.
{"formula": "C40H59F21O26", "method": "wB97M-V/def2-TZVPD", "elements": ["C", "C", "O", "C", "O", "C", "F", "F", "F", "H", "H", "H", "H", "H", "C", "C", "O", "C", "O", "C", "F", "F", "F", "H", "H", "H", "H", "H", "C", "C", "O", "C", "O", "C", "F", "F", "F", "H", "H", "H", "H", "H", "C", "C", "O", "C", "O", "C", "F", "F", "F", "H", "H", "H", "H", "H", "C", "C", "O", "C", "O", "C", "F", "F", "F", "H", "H", "H", "H", "H", "C", "C", "O", "C", "O", "C", "F", "F", "F", "H", "H", "H", "H", "H", "C", "C", "O", "C", "O", "C", "F", "F", "F", "H", "H", "H", "H", "H", "C", "O", "C", "O", "O", "C", "H", "H", "H", "H", "H", "H", "C", "O", "C", "O", "O", "C", "H", "H", "H", "H", "H", "H", "C", "O", "C", "O", "O", "C", "H", "H", "H", "H", "H", "H", "C", "O", "C", "O", "O", "C", "H", "H", "H", "H", "H", "H"], "coordinates": [[7.32381, 1.59655, -3.34760], [6.49759, 2.03991, -2.14605], [6.15644, 3.42141, -2.13606], [7.01138, 4.46323, -1.94597], [8.18079, 4.38676, -1.62761], [6.26843, 5.84244, -2.03741], [5.02453, 5.74337, -2.53702], [6.17258, 6.33550, -0.75368], [7.05147, 6.66587, -2.63820], [7.49076, 0.52101, -3.28907], [8.29924, 2.07094, -3.23993], [6.84773, 1.86760, -4.28992], [6.84085, 1.69369, -1.17116], [5.51773, 1.56289, -2.12581], [2.42680, -2.26862, 1.14681], [1.56135, -1.83004, 2.33102], [1.09061, -2.96757, 3.02427], [0.05585, -3.68727, 2.46344], [-0.66783, -3.41106, 1.45066], [-0.32183, -4.95684, 3.23669], [0.41455, -5.92546, 2.82178], [-0.17921, -4.70685, 4.50507], [-1.59610, -5.34115, 2.94670], [2.88624, -1.35949, 0.75885], [1.84715, -2.81995, 0.40644], [3.18274, -2.94532, 1.54521], [0.67661, -1.28793, 1.99718], [2.16293, -1.14250, 2.92557], [-1.90836, -1.65135, -7.29002], [-2.96398, -1.30650, -6.18261], [-2.33299, -0.30104, -5.37657], [-2.53094, 1.00926, -5.74151], [-3.18063, 1.44526, -6.73056], [-1.84827, 2.00532, -4.76346], [-1.00557, 2.77455, -5.37552], [-2.72784, 2.80133, -4.16793], [-1.20627, 1.33687, -3.76845], [-2.44044, -2.19560, -8.07026], [-1.12616, -2.36719, -7.03739], [-1.25344, -0.89254, -7.71827], [-3.13140, -2.19333, -5.57138], [-3.91510, -0.96084, -6.58758], [-4.22224, 1.23388, -0.33337], [-5.49151, 1.37683, 0.46027], [-6.19974, 0.09293, 0.23559], [-7.42118, -0.10993, 0.84606], [-8.12615, 0.75984, 1.35773], [-7.88364, -1.58724, 0.75447], [-8.89702, -1.53842, -0.15048], [-6.97372, -2.45070, 0.25669], [-8.36296, -1.98969, 1.90550], [-4.45872, 1.04858, -1.38115], [-3.67178, 0.32889, -0.07632], [-3.56675, 2.09863, -0.23020], [-6.08551, 2.16209, -0.00731], [-5.38516, 1.54139, 1.53252], [-0.60152, -0.84272, -1.42725], [-0.24237, 0.15323, -0.33407], [1.01889, 0.85702, -0.61172], [1.84734, 1.44001, 0.38629], [1.63394, 1.33521, 1.62017], [3.08546, 2.14190, -0.21745], [3.10570, 3.40916, 0.24253], [4.21570, 1.54950, 0.24467], [3.06906, 2.11856, -1.51227], [0.22360, -1.55495, -1.42632], [-0.62960, -0.26204, -2.34927], [-1.57615, -1.28557, -1.22211], [-0.15758, -0.32660, 0.64095], [-1.01544, 0.90735, -0.18647], [1.25553, 6.85267, 1.99447], [1.17420, 5.41545, 2.63247], [-0.16518, 5.26404, 3.21722], [-1.06903, 4.39631, 2.85703], [-0.89742, 3.61456, 1.93415], [-2.41853, 4.45808, 3.62055], [-2.36819, 4.00914, 4.89642], [-2.86598, 5.73258, 3.59331], [-3.34493, 3.75131, 2.93436], [1.16133, 7.63594, 2.74660], [0.54027, 6.95177, 1.17796], [2.22062, 6.90848, 1.49091], [1.87233, 5.24744, 3.45253], [1.31692, 4.72681, 1.79970], [-5.93847, -1.75540, 4.40893], [-5.07465, -2.02681, 3.21243], [-4.07016, -1.00816, 2.97436], [-2.95419, -0.89736, 3.77507], [-2.60154, -1.75852, 4.59463], [-2.13146, 0.30642, 3.38569], [-2.46325, 0.80594, 2.21645], [-2.24027, 1.32539, 4.27308], [-0.81681, -0.06298, 3.38917], [-6.65214, -2.53713, 4.66909], [-6.44908, -0.80455, 4.25647], [-5.29919, -1.62946, 5.28275], [-5.75807, -2.11711, 2.36810], [-4.51153, -2.94715, 3.36724], [5.79509, -0.89318, 2.32858], [6.45882, -1.82990, 1.53547], [6.58685, -1.55172, 0.18960], [6.04094, -0.62045, -0.41101], [7.36651, -2.44434, -0.39176], [7.72566, -2.33256, -1.74861], [4.91322, -0.47940, 1.83952], [6.53875, -0.17103, 2.66559], [5.42115, -1.44960, 3.18803], [7.50435, -3.21957, -2.34219], [8.81508, -2.30696, -1.72392], [7.49422, -1.43023, -2.31459], [0.65601, -2.57058, 7.07188], [0.81810, -1.62932, 6.07244], [1.92251, -1.02616, 5.82268], [3.05109, -1.38874, 6.18464], [1.61949, 0.13858, 5.13502], [2.72499, 0.93743, 4.79947], [0.92481, -2.07290, 8.00364], [1.36115, -3.38885, 6.92591], [-0.37671, -2.91907, 7.06068], [2.34844, 1.67355, 4.08922], [3.46574, 0.27477, 4.35194], [2.98793, 1.36717, 5.76606], [-4.16789, -3.03397, -2.47621], [-5.41721, -2.45103, -2.16273], [-5.90269, -1.48541, -2.90972], [-5.39275, -0.85302, -3.83140], [-7.09734, -1.08694, -2.31609], [-7.77974, 0.07463, -2.62370], [-3.91822, -3.10030, -3.53515], [-4.09917, -4.07112, -2.14804], [-3.40180, -2.50922, -1.90538], [-7.20934, 0.99925, -2.53530], [-8.65811, 0.18876, -1.98844], [-8.12692, 0.01427, -3.65516], [-0.05655, -3.05502, -4.50069], [0.84262, -2.04750, -3.99590], [2.15616, -2.45793, -3.83972], [2.59218, -3.56757, -4.12438], [2.87290, -1.42298, -3.40655], [4.26301, -1.58437, -3.04689], [0.38992, -3.77525, -5.18628], [-0.96513, -2.63590, -4.93303], [-0.36142, -3.67339, -3.65643], [4.44486, -2.61774, -2.75162], [4.47606, -0.84878, -2.27125], [5.01847, -1.19637, -3.73015]], "multiplicity": 2, "total_charge": -1, "lumo_ev": [1.69, 1.69], "fmax_ev_per_a": 5.56, "homo_ev": [-0.23, -5.15]}

---

3.
{"formula": "C26H34FN5O5RuS3", "method": "wB97M-V/def2-TZVPD", "elements": ["Ru", "S", "C", "S", "S", "C", "C", "N", "C", "C", "C", "O", "O", "C", "O", "C", "C", "C", "F", "C", "C", "C", "N", "C", "C", "N", "C", "C", "H", "H", "H", "H", "H", "H", "H", "H", "H", "H", "H", "H", "H", "H", "H", "H", "H", "H", "N", "C", "N", "C", "C", "O", "C", "C", "H", "H", "H", "H", "H", "H", "H", "H", "C", "C", "C", "O", "C", "H", "H", "H", "H", "H", "H", "H", "H"], "coordinates": [[-0.30352, 2.31482, -0.48801], [-1.07398, -1.24260, 2.16550], [-1.23949, 0.20065, 1.39079], [-0.21770, 1.57219, 1.81756], [-2.28329, 0.54104, 0.07008], [4.70477, -2.86653, 1.40418], [4.55114, -2.69216, -0.09870], [3.36474, -1.90739, -0.46140], [3.48682, -0.57187, -0.59385], [2.47042, 0.28519, -0.88999], [2.77873, 1.75425, -0.88134], [3.93927, 2.11722, -0.83571], [1.75179, 2.54735, -0.88597], [1.19234, -0.25775, -1.18579], [0.19074, 0.40000, -1.54485], [1.03860, -1.69665, -0.98930], [-0.23615, -2.24847, -1.09677], [-0.42938, -3.56244, -0.80580], [-1.66814, -4.08191, -0.93544], [0.61214, -4.37884, -0.35296], [1.88342, -3.83711, -0.26924], [2.11288, -2.49632, -0.59541], [0.40682, -5.71150, 0.09650], [1.21475, -6.77735, -0.47091], [1.63725, -7.69885, 0.68016], [0.59761, -7.56801, 1.76954], [-0.78334, -7.52258, 1.17347], [-0.93213, -6.18060, 0.44046], [5.59222, -3.46064, 1.62643], [3.83518, -3.35895, 1.84345], [4.81444, -1.89722, 1.89155], [4.49282, -3.64987, -0.61482], [5.41084, -2.17076, -0.51399], [4.47303, -0.15473, -0.42594], [-1.07141, -1.61445, -1.37144], [2.68234, -4.44378, 0.13646], [2.10284, -6.37461, -0.94886], [0.66139, -7.33549, -1.23522], [2.58763, -7.40696, 1.12121], [1.67832, -8.74819, 0.39499], [0.76101, -6.68155, 2.25116], [0.68815, -8.32134, 2.44895], [-1.51139, -7.63557, 1.97202], [-0.85169, -8.38259, 0.51099], [-1.40441, -5.44952, 1.09335], [-1.58509, -6.33062, -0.42106], [-1.99557, 3.36482, -1.48322], [-2.95066, 3.84431, -1.03101], [-4.02237, 4.37424, -0.52278], [-5.37419, 3.88633, -0.84356], [-6.25709, 5.09230, -1.08722], [-6.20895, 5.98156, 0.01461], [-4.90537, 6.49998, 0.21660], [-3.93726, 5.38530, 0.54931], [-5.74572, 3.30526, 0.00223], [-5.32443, 3.24532, -1.72174], [-7.29287, 4.77810, -1.19681], [-5.94255, 5.60678, -2.00292], [-4.96661, 7.20509, 1.04274], [-4.56805, 7.03190, -0.68086], [-4.21535, 4.90869, 1.49109], [-2.91187, 5.74408, 0.61996], [1.50509, 6.35730, 0.78068], [1.30001, 6.58802, -0.72974], [0.52925, 5.35232, -1.20790], [0.11249, 4.65330, -0.00214], [1.15740, 4.89418, 0.97119], [0.82846, 6.98444, 1.36163], [2.52371, 6.56985, 1.10184], [2.25086, 6.66296, -1.25391], [0.74453, 7.50509, -0.91581], [1.17027, 4.68966, -1.78688], [-0.37144, 5.57969, -1.77058], [1.99827, 4.23648, 0.74956], [0.74661, 4.65578, 1.94959]], "multiplicity": 6, "total_charge": 1, "lumo_ev": [-3.02, -3.02], "fmax_ev_per_a": 0.57, "homo_ev": [-8.58, -9.09]}